83
Properties=species:S:1:pos:R:3 method="wB97M-V/def2-TZVPD" e_lumo_ev=0.517 smiles=C[Si](C)(CCC(F)(F)[C@H](C#N)CC#N)c1ccccc1.CCOCC.CCOCC.CCOCC
C -1.21296 -1.95788 -3.42401
Si -2.19682 -0.98728 -2.09447
C -2.56128 0.71575 -2.87272
C -1.13721 -0.67583 -0.53486
C -1.57975 -1.42292 0.76070
C -2.63776 -0.72064 1.59993
F -2.73057 -1.43577 2.78371
F -3.87407 -0.76025 1.05915
C -2.33382 0.73095 2.03383
C -2.77327 1.74048 1.02987
N -3.07232 2.43713 0.15632
C -0.86948 0.95859 2.52864
C -0.07370 1.84230 1.62573
N 0.53120 2.27861 0.73270
C -3.79269 -1.95102 -1.79480
C -3.87810 -3.32404 -1.56117
C -5.09563 -3.95377 -1.38606
C -6.28598 -3.25196 -1.43183
C -6.22563 -1.88008 -1.64579
C -5.00516 -1.25147 -1.82180
H -1.42664 -1.46693 -4.38338
H -0.14101 -2.01535 -3.20735
H -1.67991 -2.95360 -3.49809
H -1.94319 0.80271 -3.78240
H -3.60439 0.83030 -3.18819
H -2.22375 1.50965 -2.19481
H -0.12839 -1.05395 -0.77470
H -1.02866 0.41002 -0.42122
H -0.67488 -1.64267 1.34356
H -1.99510 -2.40735 0.49134
H -2.97294 0.92443 2.90905
H -0.93279 1.51666 3.47493
H -0.33787 0.03254 2.76483
H -2.96540 -3.92406 -1.54470
H -5.16256 -5.03221 -1.23387
H -7.26274 -3.72077 -1.32245
H -7.13463 -1.28050 -1.70820
H -5.04910 -0.17715 -2.00328
C 4.02103 1.65173 1.44387
C 3.06485 0.57432 1.92211
O 3.66059 -0.70504 2.04817
C 4.74328 -0.80638 2.95857
C 4.37901 -0.44461 4.38722
H 4.46385 1.37074 0.48696
H 3.49322 2.59817 1.32216
H 4.83905 1.81295 2.14876
H 2.26383 0.46559 1.19282
H 2.58817 0.86676 2.86665
H 5.58901 -0.20436 2.60929
H 5.06973 -1.84650 2.92710
H 4.06168 0.59595 4.47733
H 5.23922 -0.58743 5.04299
H 3.55846 -1.07104 4.74386
C 9.83201 -0.03619 6.64476
C 8.97624 -0.24483 5.40699
O 7.70598 0.37785 5.47929
C 7.70036 1.78559 5.63827
C 8.39119 2.53102 4.50905
H 9.31064 -0.39415 7.53416
H 10.77426 -0.57720 6.54904
H 10.06762 1.01704 6.80530
H 8.78346 -1.31143 5.28434
H 9.50812 0.07941 4.50582
H 8.13143 2.05937 6.60741
H 6.65116 2.08261 5.67060
H 9.45133 2.28267 4.44312
H 8.31122 3.60810 4.66313
H 7.93368 2.28051 3.55018
C -4.83773 2.04840 -7.65059
C -4.66588 0.71039 -6.95158
O -5.31387 0.63522 -5.69559
C -6.71811 0.81648 -5.69704
C -7.46556 -0.20495 -6.53730
H -4.47793 2.85968 -7.01548
H -4.27799 2.06117 -8.58683
H -5.88326 2.25520 -7.88486
H -3.60542 0.54637 -6.75473
H -4.99188 -0.11218 -7.59790
H -6.96853 1.83655 -6.00902
H -7.03669 0.72296 -4.65795
H -7.19600 -0.14274 -7.59260
H -8.54187 -0.04335 -6.45919
H -7.23861 -1.21710 -6.19789